237
Properties=species:S:1:pos:R:3 method="wB97M-V/def2-TZVPD" e_homo_ev=-6.77 energy_ev=-139375.5959 orbital_gap_ev=4.0
C -1.90 5.42 0.11
N -2.20 5.20 -1.36
C -1.33 4.44 -2.06
C -1.29 4.49 -3.44
C -2.30 5.20 -4.13
C -3.30 5.76 -3.38
C -3.24 5.84 -1.99
C -2.25 5.44 -5.60
C -3.46 5.31 -6.32
C -3.46 5.61 -7.64
N -2.39 6.17 -8.22
C -1.24 6.31 -7.58
C -1.10 5.89 -6.26
C -2.49 6.40 -9.66
H -2.83 5.83 0.52
H -1.07 6.14 0.19
H -1.71 4.45 0.48
H -0.63 3.84 -1.50
H -0.55 3.84 -3.98
H -4.20 6.18 -3.82
H -3.92 6.44 -1.40
H -4.39 4.89 -5.83
H -4.36 5.38 -8.20
H -0.50 6.82 -8.11
H -0.19 5.87 -5.67
H -2.48 5.49 -10.24
H -1.72 7.14 -10.07
H -3.50 6.78 -9.85
C 0.30 0.61 1.00
N 1.58 -0.15 0.90
C 1.90 -1.09 1.92
C 3.13 -1.69 1.92
C 4.04 -1.44 0.86
C 3.70 -0.52 -0.12
C 2.46 0.11 -0.12
C 5.31 -2.21 0.75
C 5.97 -2.62 1.89
C 7.26 -3.02 1.84
N 7.88 -3.11 0.62
C 7.19 -2.95 -0.47
C 5.91 -2.44 -0.49
C 9.31 -3.29 0.55
H -0.52 0.01 0.69
H 0.42 1.44 0.35
H 0.15 0.94 2.07
H 1.20 -1.22 2.69
H 3.31 -2.46 2.66
H 4.40 -0.25 -0.94
H 2.14 0.96 -0.72
H 5.46 -2.58 2.81
H 7.73 -3.40 2.79
H 7.63 -3.16 -1.46
H 5.51 -2.24 -1.48
H 9.61 -4.36 0.69
H 9.67 -2.74 1.39
H 9.62 -3.08 -0.44
C -12.88 1.93 1.74
N -11.57 1.83 1.07
C -10.96 2.94 0.59
C -9.65 2.85 0.23
C -8.88 1.67 0.53
C -9.61 0.49 0.90
C -10.92 0.60 1.15
C -7.44 1.71 0.43
C -6.82 0.69 -0.27
C -5.50 0.76 -0.60
N -4.82 1.86 -0.24
C -5.39 2.84 0.50
C -6.70 2.76 0.91
C -3.47 1.99 -0.75
H -13.66 2.02 0.98
H -12.83 2.87 2.37
H -12.95 1.11 2.40
H -11.47 3.87 0.59
H -9.20 3.75 -0.13
H -9.05 -0.42 0.97
H -11.43 -0.21 1.55
H -7.38 -0.14 -0.62
H -5.02 0.01 -1.16
H -4.82 3.77 0.66
H -7.11 3.59 1.44
H -3.15 1.00 -1.04
H -2.87 2.43 0.02
H -3.48 2.59 -1.67
C 5.23 0.57 4.76
C 4.33 1.26 3.75
N 4.18 2.78 3.90
C 3.39 3.20 5.08
C 5.60 3.37 4.08
C 5.53 4.85 4.45
C 3.75 3.36 2.59
C 2.25 3.33 2.36
O 1.74 4.65 2.74
C 0.33 4.88 2.71
H 5.06 -0.49 4.64
H 4.96 0.83 5.80
H 6.34 0.63 4.63
H 3.35 0.80 3.85
H 4.77 1.11 2.78
H 2.40 2.73 4.93
H 3.26 4.25 5.14
H 4.00 2.89 5.93
H 6.10 3.31 3.08
H 6.09 2.78 4.87
H 6.36 5.30 3.88
H 5.51 4.88 5.54
H 4.59 5.31 4.19
H 4.34 2.94 1.79
H 3.99 4.39 2.68
H 1.71 2.58 2.90
H 2.21 3.18 1.31
H -0.31 4.14 3.32
H -0.03 4.96 1.64
H 0.26 5.82 3.26
C 1.62 -4.30 3.37
C 0.93 -4.87 2.11
N 1.56 -6.12 1.58
C 2.84 -5.75 0.97
C 1.87 -7.08 2.60
C 0.65 -7.23 3.53
C 0.57 -6.67 0.60
C 1.18 -7.67 -0.38
O 1.30 -9.04 0.14
C 0.08 -9.76 0.33
H 2.58 -3.95 3.06
H 1.69 -4.95 4.23
H 0.94 -3.50 3.68
H 0.87 -4.15 1.25
H -0.16 -5.04 2.36
H 3.39 -6.66 0.89
H 3.45 -5.11 1.57
H 2.64 -5.41 -0.07
H 2.77 -6.75 3.21
H 2.15 -7.99 2.10
H 0.45 -6.23 3.97
H 0.77 -7.92 4.33
H -0.23 -7.51 3.00
H 0.28 -5.82 -0.09
H -0.28 -7.08 1.09
H 2.15 -7.29 -0.80
H 0.59 -7.79 -1.29
H 0.26 -10.82 0.13
H -0.63 -9.39 -0.39
H -0.28 -9.60 1.38
C -1.49 -4.96 -3.59
C -2.64 -4.05 -3.24
N -2.31 -3.03 -2.20
C -3.54 -2.13 -2.10
C -1.93 -3.58 -0.91
C -3.00 -4.48 -0.23
C -1.17 -2.19 -2.70
C -0.92 -0.85 -2.06
O -1.69 0.09 -2.68
C -1.07 1.33 -2.91
H -1.18 -5.72 -2.86
H -0.64 -4.33 -3.85
H -1.74 -5.51 -4.52
H -3.52 -4.62 -2.81
H -3.16 -3.48 -4.01
H -3.57 -1.54 -2.97
H -3.46 -1.48 -1.21
H -4.38 -2.81 -1.98
H -1.68 -2.76 -0.35
H -0.98 -4.06 -1.10
H -2.72 -4.56 0.83
H -3.05 -5.45 -0.70
H -3.92 -3.95 -0.24
H -1.31 -2.03 -3.77
H -0.29 -2.78 -2.65
H 0.19 -0.71 -2.10
H -1.26 -0.94 -0.96
H -1.88 1.92 -3.38
H -0.13 1.25 -3.53
H -0.84 1.76 -1.92
C 3.04 -3.63 -2.21
C 1.69 -3.95 -1.44
O 1.08 -4.95 -1.87
O 1.40 -3.16 -0.48
H 3.73 -4.48 -2.07
H 3.48 -2.65 -2.00
H 2.77 -3.66 -3.28
C 4.95 -5.74 5.48
C 4.72 -5.22 4.08
O 4.55 -3.98 3.99
O 4.79 -6.01 3.11
H 5.85 -5.25 5.85
H 5.13 -6.82 5.54
H 4.18 -5.51 6.23
C 8.38 2.01 0.38
C 6.99 1.93 1.04
O 6.27 2.94 1.09
O 6.71 0.82 1.59
H 8.29 2.12 -0.70
H 8.84 1.03 0.45
H 8.94 2.84 0.80
C 7.57 -2.93 -5.14
C 7.76 -2.69 -3.65
O 6.99 -1.84 -3.17
O 8.61 -3.33 -2.99
H 8.44 -3.32 -5.68
H 7.26 -1.99 -5.55
H 6.75 -3.67 -5.33
C -5.59 1.17 -5.02
C -4.89 2.40 -4.40
O -4.41 2.17 -3.28
O -4.99 3.50 -5.02
H -6.55 1.46 -5.49
H -5.85 0.46 -4.26
H -5.01 0.69 -5.78
C 3.01 5.17 -3.47
C 1.77 4.55 -4.03
O 1.17 5.22 -4.98
O 1.31 3.45 -3.56
H 2.77 5.88 -2.66
H 3.36 5.78 -4.32
H 3.79 4.48 -3.09
C -4.84 7.01 2.90
C -5.05 5.64 2.23
O -5.83 4.93 2.87
O -4.46 5.34 1.16
H -4.43 7.79 2.28
H -4.22 6.85 3.77
H -5.79 7.41 3.27
C -0.96 1.65 5.69
C -0.07 0.89 4.64
O -0.60 -0.04 4.02
O 1.15 1.25 4.50
H -1.86 1.06 5.94
H -1.19 2.63 5.28
H -0.52 1.79 6.76
C -3.78 -1.45 2.84
C -4.21 -1.06 1.50
O -3.29 -0.83 0.61
O -5.44 -0.87 1.41
H -3.21 -2.39 2.84
H -4.66 -1.47 3.45
H -3.05 -0.75 3.25



13
Properties=species:S:1:pos:R:3 method="wB97M-V/def2-TZVPD" e_homo_ev=-8.98 energy_ev=-9836.6339 e_above_lowest_kj_mol=248.3 orbital_gap_ev=9.4
C 0.92 2.03 0.70
C 0.20 1.00 0.30
C 0.15 -1.33 -0.19
C -1.23 -0.77 0.02
C -1.23 0.53 0.41
C 0.75 -2.07 -1.37
H 2.04 1.90 0.36
H 0.41 3.07 1.05
H 0.21 -1.83 0.81
H -2.22 -1.29 -0.41
H -2.00 1.30 0.91
N 1.14 -2.51 -2.36
O 0.86 -0.04 -0.22



12
Properties=species:S:1:pos:R:3 method="wB97M-V/def2-TZVPD" e_homo_ev=-11.40 energy_ev=-19492.5320 e_above_lowest_kj_mol=0.0 orbital_gap_ev=9.1
C 0.94 1.49 0.63
C 0.69 0.28 1.25
N 1.09 2.55 0.17
N 0.58 0.05 2.51
N 0.36 -1.26 2.60
N 0.29 -1.81 1.47
N 0.44 -0.88 0.57
O 0.35 -0.87 -1.12
Si -0.99 -0.20 -1.80
H -2.31 -0.45 -1.44
H -0.74 1.38 -1.58
H -0.72 -0.27 -3.25



13
Properties=species:S:1:pos:R:3 method="wB97M-V/def2-TZVPD" e_homo_ev=-13.28 energy_ev=-14749.2859 e_above_lowest_kj_mol=208.9 orbital_gap_ev=8.7 charge=+1
C 0.02 1.20 0.30
C 0.02 -1.03 0.05
N -0.71 0.03 -0.07
N -0.55 -2.23 -0.05
N 1.31 1.07 -0.31
I -2.84 0.33 -0.07
H -0.58 2.07 -0.19
H 0.16 1.18 1.44
H 1.65 0.10 0.04
H -1.59 -2.41 -0.16
H -0.17 -3.22 0.23
H 1.48 1.02 -1.32
H 1.81 1.89 0.12



63
Properties=species:S:1:pos:R:3 method="wB97M-V/def2-TZVPD" e_homo_ev=-7.61 energy_ev=-65634.2971 e_above_lowest_kj_mol=88.9 orbital_gap_ev=7.6
Ir 0.39 0.44 -0.11
C -2.51 -5.05 -1.76
C -3.51 -4.29 -1.17
C -3.24 -3.00 -0.72
C -1.95 -2.49 -0.86
C -0.95 -3.25 -1.47
C -1.23 -4.53 -1.92
P -1.49 -0.92 -0.10
C -3.01 0.00 0.22
C -3.89 0.26 -0.83
C -5.03 1.01 -0.62
C -5.30 1.51 0.65
C -4.41 1.28 1.69
C -3.26 0.53 1.48
C -0.80 -1.44 1.47
C -1.20 -2.33 2.45
C -0.42 -2.41 3.60
C 0.71 -1.60 3.73
C 1.11 -0.74 2.71
C 0.36 -0.69 1.54
H -2.73 -6.06 -2.10
H -4.51 -4.69 -1.06
H -4.01 -2.42 -0.25
H 0.04 -2.83 -1.58
H -0.45 -5.12 -2.38
H -3.67 -0.12 -1.83
H -5.71 1.21 -1.43
H -6.19 2.10 0.82
H -4.60 1.69 2.68
H -2.56 0.37 2.29
H -2.09 -2.94 2.34
H -0.70 -3.08 4.40
H 1.30 -1.66 4.64
H 2.01 -0.15 2.83
O 7.05 -0.88 -3.78
C 6.24 0.13 -4.17
O 6.65 0.96 -4.93
C 4.85 0.10 -3.63
C 3.84 0.68 -4.39
C 2.53 0.65 -3.96
C 2.20 0.05 -2.74
S 0.50 -0.08 -2.29
C 3.22 -0.48 -1.95
C 4.53 -0.46 -2.40
H 6.56 -1.51 -3.25
H 4.10 1.14 -5.34
H 1.74 1.10 -4.56
H 2.97 -0.89 -0.98
H 5.30 -0.87 -1.76
C -0.03 4.45 3.87
N 0.48 3.90 2.62
C 1.60 4.40 2.03
C 2.16 3.84 0.95
C 1.51 2.67 0.44
O 1.95 1.89 -0.46
N 0.35 2.25 0.97
C -0.20 2.79 2.11
O -1.20 2.38 2.66
H 0.55 5.33 4.14
H 0.04 3.71 4.67
H -1.08 4.72 3.76
H 2.02 5.28 2.51
H 3.07 4.21 0.49



15
Properties=species:S:1:pos:R:3 method="wB97M-V/def2-TZVPD" e_homo_ev=-8.28 energy_ev=-8289.0920 e_above_lowest_kj_mol=569.7 orbital_gap_ev=9.1
C 1.77 -0.69 -0.47
C 0.64 0.01 0.96
N 0.45 0.45 -0.71
C -0.63 0.32 0.26
C -1.64 -0.76 -0.03
C -1.22 1.62 0.57
N -1.71 2.63 0.84
H 2.56 -0.76 0.28
H 1.33 -1.68 -0.62
H 2.23 -0.35 -1.41
H 1.07 0.91 1.40
H 0.78 1.41 -0.79
H -1.11 -1.68 -0.31
H -2.23 -0.97 0.87
H -2.30 -0.47 -0.84